Here is C36H40As2N2O2Pt as an isolated structure in a non-equilibrium geometry from the Open Molecules 2025 dataset. Energies are from ωB97M-V with the def2-TZVPD basis set.

Each line ends with the Mulliken charge.
Element x y z (Å)
Pt 0.087 -1.083 -1.019  1.010
O 3.931 3.560 2.014  -0.467
C 4.186 2.200 2.326  -1.031
C 3.264 1.405 1.439  0.208
C 3.735 0.602 0.414  -0.739
C 2.840 -0.068 -0.399  -0.686
N 1.526 0.067 -0.228  -0.030
C 1.050 0.860 0.751  0.763
C 1.887 1.531 1.602  0.055
C -0.411 0.975 0.741  0.151
C -1.176 1.491 1.755  -0.093
C -2.549 1.630 1.562  0.099
C -3.401 2.278 2.614  -0.742
O -2.558 3.028 3.460  -0.517
C -3.098 1.199 0.359  -0.878
C -2.278 0.664 -0.607  -0.886
N -0.954 0.564 -0.432  0.019
H 4.449 4.123 2.600  0.306
H 3.952 1.984 3.372  0.366
H 5.224 1.921 2.139  0.382
H 4.796 0.485 0.239  0.489
H 3.165 -0.697 -1.214  0.596
H 1.487 2.177 2.375  0.401
H -0.733 1.810 2.689  0.619
H -3.932 1.495 3.168  0.330
H -4.155 2.898 2.125  0.392
H -3.083 3.450 4.148  0.333
H -4.160 1.287 0.163  0.572
H -2.663 0.335 -1.563  0.644
C 3.388 4.408 -1.413  -1.057
C 2.196 4.302 -2.362  -0.873
As 0.824 3.135 -1.612  0.335
C -0.559 3.166 -3.021  -0.693
C -1.822 3.989 -2.745  -1.026
C 0.107 4.265 -0.160  -0.326
C 0.158 5.786 -0.343  -1.328
H 4.103 5.151 -1.769  0.397
H 3.913 3.452 -1.340  0.250
H 3.087 4.692 -0.404  0.206
H 2.486 3.885 -3.325  0.504
H 1.755 5.282 -2.549  0.484
H -0.824 2.121 -3.186  0.299
H -0.065 3.522 -3.926  0.532
H -2.281 3.722 -1.790  0.173
H -2.570 3.821 -3.523  0.395
H -1.609 5.056 -2.727  0.275
H 0.687 3.985 0.724  0.258
H -0.923 3.939 0.009  0.308
H 1.175 6.133 -0.523  0.293
H -0.197 6.290 0.560  0.440
H -0.469 6.117 -1.168  0.210
C 0.779 -8.117 -0.996  -0.546
C -0.199 -7.386 -1.656  -0.727
C -0.209 -5.999 -1.583  -0.134
C 0.770 -5.374 -0.825  0.806
C 1.772 -6.087 -0.175  -0.628
C 1.763 -7.472 -0.256  -0.716
As 0.811 -3.454 -0.603  -0.138
C 0.077 -3.327 1.198  0.807
C 0.780 -3.485 2.378  -0.834
C 0.114 -3.331 3.592  -0.674
C -1.239 -3.022 3.611  -0.965
C -1.942 -2.868 2.420  -0.530
C -1.287 -3.017 1.209  0.251
C -1.913 -2.865 -0.124  1.265
C -3.249 -2.668 -0.396  -0.328
C -3.675 -2.513 -1.720  -0.849
C -2.783 -2.529 -2.781  -0.949
C -1.433 -2.759 -2.539  0.072
C -0.993 -2.959 -1.212  -0.728
H 0.780 -9.198 -1.064  0.405
H -0.960 -7.893 -2.236  0.417
H -0.975 -5.435 -2.096  0.396
H 2.544 -5.582 0.387  0.359
H 2.530 -8.044 0.248  0.414
H 1.835 -3.727 2.368  0.446
H 0.655 -3.454 4.522  0.463
H -1.753 -2.909 4.557  0.451
H -3.002 -2.643 2.447  0.437
H -3.974 -2.646 0.408  0.520
H -4.733 -2.383 -1.921  0.444
H -3.133 -2.386 -3.794  0.533
H -0.742 -2.854 -3.364  0.544

Net charge   +2
HOMO level   -12.36 eV
HOMO-LUMO gap   5.1 eV
Max |F|   1.5 eV Å⁻¹